Entry 1:
9
Properties=species:S:1:pos:R:3:forces:R:3 method="wB97M-V/def2-TZVPD" total_charge=+1 e_homo_ev=-16.297 gap_ev=11.1 de_lowest_kj_mol=460.01 lumo_ev=-5.185
C -0.096 -0.823 -0.323 0.474 0.335 -1.134
C 1.493 1.241 -0.542 -0.669 -2.178 -0.320
N 0.623 0.367 -0.277 1.056 -0.760 -1.573
N -0.419 -0.032 0.582 -0.810 1.118 2.184
Br -0.423 -2.291 -1.236 -0.069 -0.786 -0.377
H -2.290 -1.064 1.650 -0.621 0.507 -0.277
H 2.213 1.129 -1.313 0.212 -0.312 -0.822
H 1.571 1.970 0.152 0.191 2.783 1.898
H -2.671 -0.497 1.308 0.237 -0.706 0.421

=====

Entry 2:
10
Properties=species:S:1:pos:R:3:forces:R:3 method="wB97M-V/def2-TZVPD" total_charge=0 e_homo_ev=-10.188 smiles="C=C.FNF" gap_ev=11.1 de_lowest_kj_mol=570.10 lumo_ev=0.941
C -2.335 0.299 0.273 2.935 -2.036 0.007
C -1.363 -0.336 -0.404 -1.940 -0.566 -0.280
H -2.307 0.150 1.322 0.151 0.897 1.048
H -3.136 0.762 -0.147 -2.302 0.949 -1.248
H -1.536 -0.784 -1.402 0.601 1.221 0.201
H -0.573 -0.758 0.171 0.559 -0.482 0.284
F 3.656 -0.603 -0.298 0.909 -1.032 0.271
N 2.619 0.248 -0.229 -0.882 0.937 -2.285
F 3.116 1.314 0.495 -0.740 -0.648 0.777
H 1.861 -0.291 0.219 0.709 0.760 1.224

=====

Entry 3:
15
Properties=species:S:1:pos:R:3:forces:R:3 method="wB97M-V/def2-TZVPD" total_charge=0 e_homo_ev=-8.779 smiles="CSC(C=S)SC" gap_ev=8.3 de_lowest_kj_mol=71.87 lumo_ev=-0.482
C -1.725 -1.111 0.434 -0.675 0.059 -0.622
S -0.701 -1.814 -0.872 -0.106 -0.058 0.039
C 0.559 -0.529 -1.114 0.489 -0.012 -0.454
C 1.625 -0.648 -0.065 0.106 -0.087 0.253
S 3.204 -0.816 -0.352 -0.459 0.071 0.068
S -0.047 1.187 -1.309 -0.002 -0.160 -0.008
C 0.151 1.907 0.339 -0.127 -0.072 -0.109
H -2.547 -1.821 0.616 0.244 0.295 -0.229
H -2.124 -0.137 0.110 0.055 -0.415 0.137
H -1.194 -1.010 1.353 0.474 0.122 0.674
H 1.024 -0.786 -2.089 -0.330 0.223 0.509
H 1.248 -0.646 0.970 0.151 0.027 -0.345
H -0.217 2.932 0.242 0.221 -0.140 0.036
H 1.191 1.887 0.646 0.118 0.241 0.003
H -0.446 1.405 1.093 -0.159 -0.093 0.046

=====

Entry 4:
68
Properties=species:S:1:pos:R:3:forces:R:3 method="wB97M-V/def2-TZVPD" total_charge=0 e_homo_ev="-5.436 / -5.449" multiplicity=3 gap_ev="5.8 / 5.8" lumo_ev="0.336 / 0.336"
O -2.415 -0.429 -3.786 0.183 -0.568 -1.461
C -1.989 -0.772 -4.875 -0.333 0.314 0.579
C -2.291 -2.070 -5.556 -0.263 -0.279 0.208
C -3.032 -3.046 -4.873 0.085 -0.015 -0.187
H -3.380 -2.838 -3.857 0.194 -0.046 -0.377
C -3.311 -4.262 -5.492 -0.015 -0.038 -0.039
H -3.884 -5.018 -4.947 0.220 0.228 -0.249
C -2.865 -4.516 -6.796 0.179 0.451 0.031
H -3.081 -5.474 -7.275 0.076 0.340 0.166
C -2.140 -3.531 -7.488 -0.200 -0.157 0.231
H -1.796 -3.720 -8.506 -0.105 0.052 0.295
C -1.859 -2.311 -6.869 -0.090 -0.007 0.416
H -1.304 -1.526 -7.385 -0.082 -0.258 0.044
H -1.329 -0.100 -5.470 -0.101 -0.053 0.215
C 2.888 -1.479 -0.995 0.851 -0.817 -0.242
C 2.826 -0.517 0.111 -3.753 1.057 0.439
H 3.896 -1.879 -1.172 0.102 -0.199 -0.278
H 2.531 -1.014 -1.927 0.098 -0.032 0.307
H 2.216 -2.334 -0.822 0.148 0.153 -0.036
C 3.695 0.169 0.810 1.715 0.189 0.430
C 5.205 -0.005 0.902 0.165 0.045 -0.245
H 3.384 1.022 1.432 -0.304 -0.237 0.252
H 5.578 -0.744 0.182 -0.033 0.133 0.122
H 5.506 -0.334 1.907 -0.078 -0.025 -0.117
H 5.730 0.945 0.731 -0.015 -0.128 -0.073
Pr 0.165 -0.029 0.864 2.333 -0.526 -0.958
Cl -0.577 -2.590 1.113 -0.248 -0.120 0.159
Cl -0.367 0.235 -1.707 -0.082 0.156 0.094
H -4.589 -0.937 -0.457 0.151 0.048 0.110
H -5.282 -2.025 1.672 0.101 -0.001 0.066
C -3.561 -0.809 -0.100 0.267 -0.303 -0.036
C -4.244 -1.959 2.010 -0.251 0.160 0.015
N -3.579 -0.837 1.365 -0.071 0.370 0.203
H -3.153 0.136 -0.463 -0.041 -0.203 0.118
C -2.894 0.034 2.096 1.049 0.273 -0.996
O -1.960 0.754 1.620 -1.905 -0.390 0.890
H -4.217 -1.793 3.090 -0.066 -0.183 -0.115
H -3.173 0.100 3.161 0.259 -0.183 -0.264
H -2.943 -1.629 -0.484 -0.056 0.205 0.054
H -3.725 -2.896 1.770 0.014 0.282 0.054
H 1.246 5.719 1.269 0.037 -0.129 -0.057
H -0.906 6.065 -0.222 0.073 -0.201 -0.126
C 1.558 4.969 0.534 -0.151 0.163 -0.070
C -0.488 5.286 -0.873 0.132 -0.255 0.046
N 0.383 4.395 -0.115 0.126 0.392 -0.005
H 2.126 4.178 1.022 -0.094 0.090 -0.120
C 0.122 3.103 -0.021 1.021 -1.443 1.128
O 0.828 2.311 0.678 -1.265 1.458 -1.065
H -1.291 4.665 -1.278 0.013 0.325 -0.080
H -0.746 2.720 -0.583 0.221 0.223 0.076
H 2.179 5.469 -0.217 -0.039 -0.115 0.087
H 0.068 5.764 -1.690 -0.146 -0.129 0.149
C 1.289 2.497 3.735 -0.189 -0.230 -0.309
O 0.326 1.442 3.504 -0.031 -0.528 0.723
P 0.330 -0.006 4.324 1.507 0.374 -0.890
O 1.332 0.233 5.585 0.157 -0.105 -0.476
C 2.760 0.504 5.659 -0.098 -0.023 -0.037
O 1.303 -0.734 3.091 -0.186 0.292 1.581
C 2.102 -1.922 3.364 -0.237 0.085 -0.063
H 0.823 3.398 3.327 0.212 -0.129 0.128
H 2.215 2.275 3.189 -0.175 0.111 0.128
H 1.487 2.619 4.807 -0.129 -0.017 -0.294
H 3.202 0.751 4.680 -0.278 -0.201 0.360
H 2.919 1.338 6.360 -0.208 -0.244 -0.336
H 3.240 -0.384 6.084 -0.086 0.171 -0.212
H 2.498 -2.263 2.398 -0.177 0.206 0.340
H 2.929 -1.649 4.035 -0.249 -0.134 -0.252
H 1.485 -2.715 3.817 0.145 0.305 -0.182

=====

Entry 5:
43
Properties=species:S:1:pos:R:3:forces:R:3 method="wB97M-V/def2-TZVPD" total_charge=-1 e_homo_ev="-3.288 / -6.486" multiplicity=3 gap_ev="5.6 / 8.5" de_lowest_kj_mol=0.00 lumo_ev="2.300 / 1.970"
Ti -0.656 0.064 0.366 -0.091 -0.366 -0.644
O -0.061 2.768 3.466 -0.007 -0.044 0.001
C -0.219 1.800 2.742 0.057 0.306 0.008
O -0.451 1.786 1.476 0.003 0.001 0.150
C -0.114 0.404 3.313 -0.079 -0.155 -0.228
C 0.148 0.062 4.626 -0.003 -0.019 0.054
C 0.216 -1.286 4.954 -0.005 0.005 -0.068
C 0.024 -2.250 3.969 0.008 0.020 0.046
C -0.230 -1.819 2.682 -0.055 0.180 -0.123
N -0.292 -0.527 2.377 0.075 -0.084 0.627
C -0.474 -2.681 1.463 0.068 -0.339 -0.052
O -0.429 -3.893 1.547 -0.044 0.080 0.013
O -0.703 -1.973 0.406 -0.013 0.190 0.111
H 0.287 0.849 5.354 0.000 0.011 -0.008
H 0.419 -1.587 5.974 -0.002 -0.001 0.006
H 0.065 -3.310 4.172 0.000 -0.008 -0.016
Br 5.675 1.310 -1.750 -0.002 -0.011 -0.021
C 3.927 0.895 -1.147 -0.088 -0.052 -0.137
C 3.631 1.036 0.225 -0.062 -0.007 0.166
C 2.350 0.750 0.616 0.225 0.029 0.008
N 1.380 0.333 -0.211 -0.173 0.058 -0.088
C 1.674 0.190 -1.557 0.031 0.011 0.052
C 2.977 0.482 -2.028 0.095 0.056 0.005
C 0.613 -0.251 -2.390 -0.181 -0.019 -0.053
C 0.745 -0.545 -3.770 0.033 -0.053 0.021
C -0.331 -1.045 -4.439 0.055 0.026 0.020
Br -0.177 -1.465 -6.283 0.007 0.005 -0.004
C -1.554 -1.275 -3.794 -0.054 0.011 0.047
C -1.620 -0.936 -2.462 -0.083 -0.016 -0.107
N -0.602 -0.417 -1.777 0.230 0.077 0.206
H 4.372 1.368 0.935 -0.010 0.006 0.007
H 2.068 0.862 1.655 0.008 0.018 -0.005
H 3.207 0.398 -3.079 0.022 -0.015 -0.009
H 1.687 -0.409 -4.279 0.007 0.022 -0.011
H -2.407 -1.681 -4.313 -0.007 0.002 0.015
H -2.539 -1.078 -1.904 0.000 -0.007 -0.005
Cl -3.863 3.750 -0.678 -0.026 0.051 0.044
C -3.049 2.316 -1.329 -0.061 -0.114 0.056
Cl -3.558 2.067 -3.011 0.004 -0.007 -0.025
Cl -1.306 2.596 -1.305 0.133 0.105 -0.007
C -3.514 1.062 -0.467 -0.339 0.053 -0.256
O -4.686 0.778 -0.589 0.115 -0.032 0.108
O -2.631 0.502 0.246 0.211 0.030 0.093

=====

Entry 6:
17
Properties=species:S:1:pos:R:3:forces:R:3 method="wB97M-V/def2-TZVPD" total_charge=-1 e_homo_ev="1.335 / -5.004" multiplicity=2 gap_ev="2.2 / 8.7" de_lowest_kj_mol=23.25 lumo_ev="3.511 / 3.650"
C 1.035 -0.813 -2.111 0.003 -0.252 -0.426
C -0.400 -0.966 -2.642 0.042 0.167 0.108
H 1.754 -0.690 -2.922 0.023 0.069 -0.128
H 1.120 0.064 -1.477 0.077 -0.009 0.180
H 1.379 -1.695 -1.566 -0.182 0.128 0.230
H -1.088 -0.356 -2.050 -0.043 -0.121 -0.005
H -0.764 -1.992 -2.617 0.048 -0.096 0.055
H -0.490 -0.628 -3.674 0.036 0.076 -0.074
C 0.480 1.820 1.538 -0.152 0.485 -0.061
C -1.042 -0.221 2.745 -0.223 -0.157 0.293
S 0.015 1.181 3.170 0.082 -0.081 -0.194
H -0.053 2.736 1.248 -0.032 -0.233 0.240
H 1.539 2.052 1.572 0.213 0.027 -0.049
H 0.315 1.089 0.753 0.009 -0.220 0.032
H -0.782 -0.669 1.791 0.198 0.030 0.004
H -2.091 0.062 2.707 -0.134 0.090 -0.063
H -0.928 -0.975 3.534 0.036 0.098 -0.141